C6H10 | ωB97M-V/def2-TZVPD

Values from the calculation:
LUMO energy: 1.08 eV
energy: -234.524763 a.u.
total charge: 0
SMILES: C=CCC(=C)C
HOMO-LUMO gap: 0.3699 Ha
HOMO: -8.98 eV
energy relative to the best compared isomer or geometry (same formula, charge and spin): 204.1 kJ/mol
max |F|: 5.02 eV Å⁻¹

Geometry (Å):
H (-1.26721, 2.89155, -0.79464)
H (-0.96981, 0.97487, -2.29329)
C (-0.91643, 2.03731, -0.40867)
H (-0.92474, 0.34486, 1.56940)
C (0.36981, -0.79749, 0.34994)
H (-0.36834, -1.29418, 2.17839)
C (-0.13587, -0.39543, 1.63134)
H (2.08959, -1.69801, -0.60836)
H (-0.75470, 2.09472, 0.64212)
H (-1.06994, -1.15971, -1.07104)
H (1.93357, -1.59961, 1.25162)
H (0.47513, -0.71559, -1.76288)
C (-0.65068, 0.94188, -1.19135)
C (-0.23277, -0.42796, -0.90563)
C (1.58669, -1.33873, 0.31575)
H (0.73192, 0.04363, 2.14037)

Atomic partial charges in e from the Löwdin method, atoms 1 to 2:
1 H 0.000
2 H 0.121



C6H10 | ωB97M-V/def2-TZVPD

Values from the calculation:
LUMO energy (alpha / beta): 0.64 / 0.77 eV
energy: -234.370673 a.u.
total charge: 0
HOMO-LUMO gap (alpha / beta): 0.2828 / 0.2828 Ha
HOMO (alpha / beta): -7.05 / -6.92 eV
energy relative to the best compared isomer or geometry (same formula, charge and spin): 608.7 kJ/mol
max |F|: 1.18 eV Å⁻¹

Geometry (Å):
H (1.21187, -1.80715, -0.81839)
H (0.32750, -1.03175, -2.13236)
H (-1.17924, -0.15345, 2.56084)
C (1.08749, 0.49850, -0.87179)
C (0.60117, -0.93569, -1.07365)
C (-0.21303, -1.38261, 1.08591)
H (-1.77030, 1.53422, 0.82123)
C (-0.73839, -0.32788, 1.58015)
H (-0.02152, -2.43047, 1.25977)
H (1.59634, 0.92923, -1.73821)
C (-0.76350, 1.11155, 0.73743)
C (-0.32321, 0.97853, -0.62271)
H (1.72279, 0.62105, 0.00905)
H (-0.08512, 1.70204, 1.36804)
H (-0.92090, 1.32724, -1.45985)
H (-0.53195, -0.63336, -0.70547)

Atomic partial charges in e from the Löwdin method, atoms 1 to 2:
1 H 0.070
2 H 0.087